(1)
{"formula": "C3H11NO3", "method": "ωB97M-V/def2-TZVPD", "total_charge": 1, "fmax_ha_per_bohr": 0.0656, "s2": 0.76, "homo_lumo_gap_ev": [10.86, 6.60], "e_above_lowest_kj_mol": 143.82, "spin_multiplicity": 2, "species": ["C", "N", "C", "C", "O", "H", "H", "H", "H", "H", "H", "H", "H", "H", "O", "H", "H", "O"], "coordinates": [[1.6806, -0.9952, -0.6263], [0.3430, -0.7970, -0.0594], [-0.8040, -0.5460, -0.8575], [-1.1752, 0.9794, -0.5442], [-2.1282, 1.4422, -1.0722], [2.3210, -0.5374, 0.1250], [1.9901, -1.9957, -0.9058], [1.8773, -0.3595, -1.4985], [0.1731, -1.2752, 0.8217], [-1.6001, -1.2721, -0.6452], [-0.7221, -0.5850, -1.9388], [-0.5811, 1.5694, 0.1728], [-2.5219, -0.9466, 2.4802], [-3.0100, -0.2681, 1.1954], [-3.0571, -1.0969, 1.6747], [2.4027, 2.7457, -0.0098], [2.0367, 1.6608, 0.9407], [2.7752, 2.2773, 0.7472]], "lowdin_spin": [0.067, 0.576, 0.090, 0.078, 0.088, 0.013, 0.033, 0.004, 0.012, 0.017, 0.007, 0.012, 0.000, 0.000, 0.000, 0.000, 0.001, 0.002]}

(2)
{"formula": "C3H11NO4", "method": "ωB97M-V/def2-TZVPD", "total_charge": 0, "fmax_ha_per_bohr": 0.0320, "homo_lumo_gap_ev": 10.50, "e_above_lowest_kj_mol": 309.68, "smiles": "O=CCNCO.O.O", "species": ["O", "C", "C", "N", "C", "O", "H", "H", "H", "H", "H", "H", "H", "O", "H", "H", "O", "H", "H"], "coordinates": [[0.3914, -1.7304, -2.0252], [-0.5741, -1.3197, -1.4231], [-0.4398, -1.0751, 0.0490], [-0.5498, 0.3529, 0.4285], [-0.7266, 0.5180, 1.9117], [-0.9295, -0.7052, 2.5905], [-1.5166, -1.0982, -1.9478], [0.4726, -1.4932, 0.4404], [-1.2719, -1.5520, 0.5551], [0.2863, 0.8120, 0.0915], [0.1482, 1.0068, 2.3268], [-1.6639, 0.9862, 1.9867], [-0.0693, -1.0257, 2.8820], [2.8381, -0.2326, -0.5960], [2.2410, -0.9601, -0.7238], [2.1420, 0.4374, -0.5861], [-0.1187, 2.7351, -2.0616], [-0.5224, 2.1014, -2.6664], [-0.1369, 2.2424, -1.2323]], "nbo_charge": [-0.521, 0.424, -0.343, -0.648, 0.092, -0.707, 0.130, 0.184, 0.241, 0.333, 0.164, 0.179, 0.472, -0.911, 0.469, 0.443, -0.926, 0.467, 0.460]}

(3)
{"formula": "C3H11NOS", "method": "ωB97M-V/def2-TZVPD", "total_charge": 0, "fmax_ha_per_bohr": 0.0575, "homo_lumo_gap_ev": 9.34, "e_above_lowest_kj_mol": 233.31, "smiles": "NCCO.CS", "species": ["N", "C", "C", "O", "H", "H", "H", "H", "H", "H", "H", "C", "S", "H", "H", "H", "H"], "coordinates": [[1.4245, -1.2070, 0.5496], [1.3115, -0.2667, 1.6901], [-0.0509, 0.3689, 1.9761], [-0.3196, 1.4363, 1.1186], [1.1447, -2.1492, 0.7397], [1.7824, -0.8131, -0.2985], [2.0396, 0.5302, 1.5953], [1.7036, -0.7395, 2.6389], [-0.8423, -0.4122, 1.9475], [-0.0269, 0.7382, 3.0036], [-0.3568, 1.0018, 0.2447], [-0.8693, 1.3228, -2.0723], [-0.7984, -0.7615, -1.5823], [0.0790, 1.7516, -1.7792], [-1.0499, 1.3170, -3.1484], [-1.7533, 1.6400, -1.5228], [0.1268, -1.1462, -0.4779]], "nbo_charge": [-0.875, -0.257, -0.083, -0.717, 0.405, 0.412, 0.207, 0.194, 0.162, 0.182, 0.474, -0.590, -0.372, 0.210, 0.223, 0.220, 0.205]}

(4)
{"formula": "C3H11NOS", "method": "ωB97M-V/def2-TZVPD", "total_charge": 0, "fmax_ha_per_bohr": 0.0412, "homo_lumo_gap_ev": 9.77, "e_above_lowest_kj_mol": 72.43, "smiles": "NCCCS.O", "species": ["N", "C", "C", "C", "S", "H", "H", "H", "H", "H", "H", "H", "H", "H", "O", "H", "H"], "coordinates": [[1.1870, -2.5781, 0.2688], [1.2302, -1.1287, 0.1322], [0.0337, -0.6307, -0.7477], [0.0252, 0.8889, -0.7179], [-1.1443, 1.5470, -1.9508], [0.4826, -2.8277, 0.9495], [2.0783, -2.9335, 0.5875], [1.0864, -0.6333, 1.1015], [2.1343, -0.7698, -0.3525], [0.1784, -1.0304, -1.7436], [-0.8194, -1.0473, -0.2091], [0.9535, 1.2605, -1.1561], [0.0200, 1.2707, 0.2718], [-2.0479, 2.2483, -1.2579], [-1.8460, 2.4708, 1.8111], [-1.8333, 2.3125, 0.8522], [-1.7186, 1.5807, 2.1611]], "nbo_charge": [-0.836, -0.206, -0.406, -0.529, -0.044, 0.353, 0.362, 0.152, 0.188, 0.217, 0.195, 0.217, 0.224, 0.110, -0.926, 0.463, 0.465]}

(5)
{"formula": "C3H11NOS", "method": "ωB97M-V/def2-TZVPD", "total_charge": 0, "fmax_ha_per_bohr": 0.0401, "homo_lumo_gap_ev": 9.37, "e_above_lowest_kj_mol": 137.26, "smiles": "CSC.NCO", "species": ["C", "S", "C", "H", "H", "H", "H", "H", "H", "N", "C", "O", "H", "H", "H", "H", "H"], "coordinates": [[5.4720, -1.9744, 1.8442], [5.6303, -0.6885, 0.5886], [4.1228, -0.7953, -0.3497], [6.0321, -2.8792, 1.5933], [5.8914, -1.4563, 2.6934], [4.4583, -2.3057, 2.1362], [3.6296, -1.7508, -0.1276], [4.3882, -0.9370, -1.3890], [3.3098, -0.1081, -0.1680], [-5.3593, 1.5823, -1.8863], [-5.4575, 2.0505, -0.5417], [-4.4995, 1.4063, 0.3227], [-6.2548, 1.7283, -2.3614], [-5.0375, 0.6503, -2.0896], [-6.4180, 1.8982, -0.0064], [-5.2640, 3.1243, -0.5536], [-4.6438, 0.4551, 0.2946]], "nbo_charge": [-0.752, 0.191, -0.772, 0.214, 0.227, 0.223, 0.221, 0.227, 0.221, -0.871, 0.108, -0.720, 0.363, 0.370, 0.127, 0.163, 0.460]}

(6)
{"formula": "C3H11NOS", "method": "ωB97M-V/def2-TZVPD", "total_charge": 0, "fmax_ha_per_bohr": 0.0827, "homo_lumo_gap_ev": 7.92, "e_above_lowest_kj_mol": 394.84, "species": ["C", "O", "C", "N", "H", "H", "H", "H", "H", "H", "H", "H", "C", "S", "H", "H", "H"], "coordinates": [[-1.1030, -0.7725, 0.8699], [-2.0955, -1.7082, 1.3705], [0.1849, -1.4435, 0.9548], [1.4074, -0.5603, 1.1358], [-1.0744, 0.1278, 1.5592], [-1.3818, -0.5046, -0.2039], [-2.9124, -1.2041, 1.2931], [0.1577, -2.0981, 1.8503], [0.3262, -2.1883, 0.1199], [2.2692, -1.1145, 1.2524], [-0.2476, 0.9328, 0.0579], [1.4899, 0.0215, 0.2544], [0.6081, 2.2603, -2.1197], [0.5253, 0.4522, -1.7657], [0.5642, 2.3480, -3.2317], [-0.2779, 2.8026, -1.6755], [1.5597, 2.6490, -1.7217]], "nbo_charge": [-0.124, -0.714, -0.268, -0.865, 0.186, 0.196, 0.464, 0.217, 0.179, 0.366, 0.133, 0.375, -0.743, -0.068, 0.224, 0.224, 0.218]}

(7)
{"formula": "C3H11NOS", "method": "ωB97M-V/def2-TZVPD", "total_charge": 1, "fmax_ha_per_bohr": 0.0259, "s2": 0.75, "homo_lumo_gap_ev": [9.96, 4.89], "e_above_lowest_kj_mol": 102.30, "spin_multiplicity": 2, "species": ["C", "C", "S", "H", "H", "H", "H", "H", "H", "N", "C", "O", "H", "H", "H", "H", "H"], "coordinates": [[-1.7590, 1.1246, 1.7673], [-0.5121, 1.3854, 0.9224], [-0.8040, 1.1887, -0.8075], [-1.9283, 0.0589, 1.8555], [-2.6531, 1.5881, 1.3344], [-1.6076, 1.5891, 2.7374], [0.0243, 2.3195, 1.1121], [0.2566, 0.6148, 1.1479], [0.4295, 0.9580, -1.3019], [1.1996, -1.6372, -1.5893], [0.7265, -1.8690, -0.2556], [1.5179, -1.3447, 0.7849], [1.1938, -0.6852, -1.9195], [2.1142, -2.0494, -1.7497], [-0.2971, -1.4400, -0.2162], [0.6617, -2.9537, -0.2054], [2.0059, -0.5929, 0.4279]], "lowdin_spin": [0.006, 0.104, 0.708, 0.001, 0.002, -0.001, 0.034, 0.025, 0.024, 0.001, 0.028, 0.046, 0.001, 0.000, 0.016, 0.004, 0.000]}

(8)
{"formula": "C3H11NOS", "method": "ωB97M-V/def2-TZVPD", "total_charge": 1, "fmax_ha_per_bohr": 0.0453, "s2": 0.76, "homo_lumo_gap_ev": [10.59, 5.03], "e_above_lowest_kj_mol": 124.55, "spin_multiplicity": 2, "species": ["C", "N", "C", "C", "S", "H", "H", "H", "H", "H", "H", "H", "H", "H", "H", "H", "O"], "coordinates": [[-1.7744, -0.2480, -1.3449], [-0.4210, 0.1725, -1.4840], [0.5356, 0.0484, -0.3791], [1.3288, 1.3165, -0.1703], [1.2724, 2.7738, -1.4307], [-2.5665, 0.4977, -1.5916], [-2.0289, -0.3114, -0.2778], [-2.0821, -1.0460, -2.0246], [0.0357, -0.2206, -2.3044], [0.1485, -0.3139, 0.5717], [1.2223, -0.7669, -0.7344], [0.9610, 1.8755, 0.7092], [2.3891, 1.1337, -0.1123], [0.6558, 2.1435, -2.4446], [0.4734, -1.7116, 4.2088], [-0.4861, -2.6816, 4.6525], [0.3363, -2.6614, 4.1564]], "lowdin_spin": [0.090, 0.523, 0.047, 0.033, 0.181, 0.045, 0.008, 0.022, 0.010, 0.000, 0.027, 0.011, 0.002, 0.001, 0.000, 0.000, 0.000]}

Calculated values (g mol⁻¹) of molecular weight for the records, taken in order: 109.12, 125.12, 109.19, 109.19, 109.19, 109.19, 109.19, 109.19.